Entry 1:
Entry from the Open Molecules 2025 dataset: a gas-phase ion, C7H17NP (charge +1) (wB97M-V/def2-TZVPD).

Geometry as XYZ:
```
26
Properties=species:S:1:pos:R:3:forces:R:3:lowdin_charge:R:1
C 1.33838 -0.39556 0.07965 2.08 0.45 -1.53 -0.148
C 0.64518 -1.19276 -1.02085 0.61 -0.38 -1.57 -0.246
C 1.10831 1.14567 -0.00688 -0.76 -1.59 0.02 -0.366
C -0.80485 -0.98202 -1.11265 -0.56 1.55 -1.31 -0.252
C 1.62555 1.79579 1.28557 0.99 1.41 -1.86 -0.028
C -0.78497 2.54416 -0.81872 -1.67 -3.55 0.04 -0.050
C -1.24913 -2.92160 0.97354 0.25 -1.71 -0.73 -0.284
N -0.36337 1.31105 -0.07945 0.33 -0.17 -1.15 -0.137
P -1.89413 -1.55480 0.04783 0.23 1.10 1.16 0.973
H 0.85889 -0.64469 0.95014 -1.21 -0.76 2.51 0.062
H 2.41217 -0.73732 0.25108 -1.23 0.72 -0.60 0.159
H 1.06066 -0.98285 -2.02045 0.11 0.13 0.43 0.129
H 0.74495 -2.29582 -0.91943 0.33 0.52 0.35 0.128
H 1.43754 1.61557 -0.95763 0.48 -0.39 0.73 0.156
H -1.22386 -0.49900 -2.06807 0.50 -0.74 1.68 0.130
H 2.58343 2.37635 1.03984 -1.07 -1.23 1.07 0.122
H 1.56495 1.17605 2.18432 0.57 -0.01 -0.34 0.094
H 0.85997 2.53121 1.35900 -0.18 1.24 0.94 0.053
H -1.75103 2.79635 -0.30434 0.54 0.07 -1.48 0.110
H -0.10134 3.29322 -0.59853 1.28 1.71 -0.29 0.053
H -0.80580 2.10918 -1.87457 -0.39 1.89 1.04 0.111
H -0.14915 -2.99595 0.95770 -0.59 -0.10 0.04 0.061
H -1.75312 -3.81208 0.54013 0.86 0.24 -0.19 0.071
H -1.63468 -2.99305 1.95640 -0.04 0.63 1.29 0.033
H -0.82241 1.37590 0.80524 0.13 -0.55 0.93 0.097
H -2.90216 -2.06302 -0.64886 -1.56 -0.47 -1.17 -0.031
```
Forces are in eV/Å.

## Properties
HOMO (spin up / spin down) = -0.463 / -0.463 hartree
energy relative to the best compared isomer or geometry (same formula, charge and spin) = 1.912 eV
charge = +1
2S+1 = 1
E_tot = -672.656690 hartree
strongest force on any atom = 0.0764 Eh/bohr
Kohn-Sham gap (spin up / spin down) = 7.51 / 7.51 eV

---

Entry 2:
Entry from the Open Molecules 2025 dataset: a gas-phase ion, C7H17NP (charge +1) (wB97M-V/def2-TZVPD).

Geometry as XYZ:
```
26
Properties=species:S:1:pos:R:3:forces:R:3:lowdin_charge:R:1
C 0.40033 -1.70735 -0.38208 3.70 4.21 0.17 -0.066
C 0.40791 -0.55836 -1.42373 -1.14 1.16 2.43 -0.194
C 1.15869 -0.98590 0.82008 -3.47 -0.60 -0.39 -0.314
C -0.27631 0.68963 -0.90602 0.84 0.52 3.08 -0.242
C 1.21916 -1.79358 2.08610 -1.39 -0.81 -0.11 -0.014
C 1.15818 1.48890 1.36467 -0.91 0.53 1.55 -0.053
C -2.80390 1.06077 -2.24039 0.74 0.39 -0.96 -0.352
N 0.38915 0.28056 0.97732 1.03 2.07 -2.31 -0.043
P -2.11786 0.67063 -0.59569 0.03 0.49 1.00 0.856
H -0.52540 -1.97932 -0.09802 -3.23 -1.17 0.80 0.076
H 0.99278 -2.46401 -0.79420 0.66 -1.54 -0.28 0.114
H 1.35061 -0.28712 -1.75211 2.15 0.12 -0.53 0.103
H -0.13107 -0.85018 -2.22537 -1.78 -1.11 -3.02 0.083
H 2.08030 -0.74496 0.44488 2.45 0.75 -0.69 0.121
H 0.15336 1.77551 -0.94482 -0.34 -2.35 -0.36 0.131
H 0.41614 -1.55934 2.80512 -0.05 -0.12 -0.50 0.100
H 2.10203 -1.67126 2.65723 1.13 -0.03 0.24 0.075
H 1.07538 -2.82919 1.73731 0.35 0.15 0.79 0.101
H 1.64728 1.42971 2.30482 0.00 -0.91 1.48 0.087
H 1.99254 1.84967 0.84851 1.03 -0.44 -2.32 0.082
H 0.56537 2.38818 1.49203 -0.83 -0.22 -0.25 0.100
H -2.94497 0.21028 -2.94627 0.01 0.48 0.85 0.057
H -2.06893 1.75178 -2.68701 -0.61 -0.08 -0.25 0.038
H -3.73975 1.60857 -2.07286 0.18 -0.28 -0.16 0.044
H -0.38505 0.17306 1.61048 -0.46 -0.14 0.16 0.125
H -2.11595 2.05333 -0.07997 -0.07 -1.08 -0.42 -0.015
```
Forces are in eV/Å.

## Properties
HOMO = -0.480 hartree
energy relative to the best compared isomer or geometry (same formula, charge and spin) = 1.143 eV
charge = +1
2S+1 = 1
E_tot = -672.684933 hartree
strongest force on any atom = 0.1091 Eh/bohr
Kohn-Sham gap = 9.19 eV